# C27H26BaN8O6S2

A structure of composition C27H26BaN8O6S2 at a distorted geometry (ωB97M-V/def2-TZVPD, the OMol25 dataset).

Geometry as XYZ:
```
70
Properties=species:S:1:pos:R:3:forces:R:3:lowdin_charge:R:1
Ba 0.43487 0.75145 -0.37424 -1.127 2.052 -1.260 2.01
C -2.31699 -2.81635 -2.93588 -0.064 0.033 -0.011 -0.05
C -1.23899 -2.18552 -2.08208 0.115 -0.028 0.064 -0.26
N -1.37576 -0.99012 -1.61837 -0.119 -0.130 -0.254 -0.04
N -2.64653 -0.44915 -1.79369 -0.050 0.033 0.110 -0.14
C -2.77482 0.82555 -1.94681 -0.107 -0.131 -0.102 -1.20
S -1.67686 2.11231 -2.22621 -0.169 -0.096 -0.233 0.36
S -4.48043 1.40585 -1.93138 0.066 0.146 -0.035 0.83
C -5.43028 -0.03261 -1.36959 0.008 -0.034 0.041 -0.46
C -5.60255 -0.11656 0.12312 -0.005 0.006 0.019 -0.29
C -6.87347 -0.12417 0.69017 0.014 -0.020 -0.036 -0.08
C -7.04026 -0.20813 2.06734 0.017 -0.001 0.035 -0.12
C -5.92893 -0.28257 2.89476 -0.058 0.010 -0.032 -0.11
C -4.65382 -0.26932 2.34048 0.042 -0.001 0.037 -0.06
C -4.49331 -0.18654 0.96650 -0.070 0.015 0.015 -0.02
C -0.04144 -3.01867 -1.78793 0.024 0.011 -0.024 -0.09
C -0.07050 -4.36960 -2.15397 0.035 -0.036 0.006 -0.08
C 0.97985 -5.24524 -1.92967 -0.055 0.000 -0.026 -0.14
C 2.13050 -4.76231 -1.31135 0.049 -0.001 0.026 -0.13
C 2.20382 -3.44468 -0.92104 -0.035 -0.029 0.007 -0.04
C 1.13442 -2.53156 -1.12275 -0.120 0.076 -0.159 -0.37
O 1.25354 -1.31339 -0.73363 0.870 -2.344 -0.363 -0.43
H -2.99160 -2.04987 -3.30309 0.009 -0.010 0.008 0.06
H -2.90477 -3.53536 -2.35839 0.006 -0.001 0.007 0.09
H -1.87580 -3.34400 -3.78078 0.002 0.007 -0.010 0.07
H -4.89091 -0.90238 -1.74086 0.006 -0.073 -0.029 0.06
H -6.40470 0.01951 -1.86069 0.031 0.018 -0.002 0.06
H -7.74291 -0.05974 0.04333 -0.004 0.000 0.000 0.10
H -8.03870 -0.20915 2.49115 0.001 0.001 -0.003 0.08
H -6.05111 -0.34218 3.97012 -0.009 0.000 -0.004 0.09
H -3.76864 -0.31107 2.96419 -0.007 -0.012 -0.004 0.08
H -3.49708 -0.16608 0.54422 0.007 -0.005 0.010 0.10
H -0.95917 -4.76591 -2.62624 0.021 -0.011 0.003 0.08
H 0.89821 -6.28297 -2.22939 0.006 0.004 0.004 0.08
H 2.97085 -5.42526 -1.12860 -0.003 -0.001 0.000 0.09
H 3.08378 -3.05190 -0.42257 -0.005 0.006 0.004 0.10
N 1.23505 2.02644 2.98672 0.036 -0.116 -0.124 0.16
C 0.37394 1.11746 3.78669 -0.020 0.028 -0.017 -0.06
C -0.77016 0.49647 2.94395 0.145 0.056 -0.006 -0.66
O -0.66143 0.68993 1.69559 -0.866 -0.068 1.942 -0.35
O -1.62602 -0.12600 3.56644 0.106 0.033 0.037 0.01
H 1.41122 2.92305 3.44269 -0.025 0.099 0.019 0.09
H 0.77555 2.25099 2.08926 0.040 0.135 0.128 0.08
H 2.16756 1.57424 2.74777 -0.027 -0.010 0.003 0.09
H -0.05083 1.66027 4.62692 -0.029 0.007 -0.009 0.12
H 0.99314 0.30728 4.16944 -0.025 0.002 0.019 0.13
N 2.53419 4.03949 -1.12969 0.036 0.009 0.035 0.18
C 1.95093 4.07893 0.10711 0.064 0.003 0.038 -0.53
O 0.99001 3.33407 0.36513 0.031 0.206 0.145 -0.16
C 2.48720 5.01458 1.06135 0.027 0.008 -0.094 -0.22
C 1.90544 5.09776 2.33224 -0.087 -0.055 0.176 -0.25
N 1.41933 5.11251 3.38606 0.053 -0.050 -0.029 0.10
C 3.61675 5.79805 0.76515 0.051 0.227 0.041 -0.28
N 4.53494 6.45206 0.49494 -0.006 -0.106 -0.030 0.09
H 2.42177 3.15965 -1.61643 -0.039 -0.085 -0.072 0.07
H 3.43681 4.47482 -1.22797 -0.001 0.035 0.012 0.08
C 4.66217 -0.54926 -2.67777 -0.034 -0.028 0.003 -0.02
N 4.42538 -0.15758 -1.30070 0.020 -0.053 -0.032 -0.05
C 5.21863 -0.64542 -0.30596 -0.024 -0.015 -0.036 -0.08
C 4.99829 -0.35782 0.98449 -0.016 0.033 0.077 0.00
C 3.84739 0.47195 1.31332 -0.070 -0.114 0.052 -0.49
O 3.56260 0.72778 2.50660 0.052 -0.031 0.007 -0.04
N 3.07958 0.93362 0.30658 0.485 0.213 0.066 0.07
C 3.33475 0.65757 -0.98221 0.460 -0.113 0.130 -0.60
O 2.62437 1.09036 -1.90341 0.354 0.264 -0.289 -0.14
H 5.58757 -0.10726 -3.05590 -0.008 0.000 -0.001 0.09
H 3.82516 -0.19435 -3.26975 -0.002 -0.001 -0.008 0.09
H 4.71769 -1.63653 -2.75196 -0.006 0.006 0.001 0.09
H 6.02964 -1.28452 -0.63430 0.005 0.008 0.003 0.12
H 5.62185 -0.75294 1.77144 -0.002 0.017 0.003 0.10
```
Forces are in eV/Å.

Calculated values
molecular weight: 760.017 g mol⁻¹
total charge: -2
HOMO-LUMO gap: 0.2386 Ha
2S+1: 1
E_HOMO: -0.08906 hartree



# C27H26BrN5O2Sc

A structure of composition C27H26BrN5O2Sc (ωB97M-V/def2-TZVPD, the OMol25 dataset).

Geometry as XYZ:
```
62
Properties=species:S:1:pos:R:3:forces:R:3:nbo_charge:R:1
Sc -0.71966 0.76018 0.02713 -0.031 -0.036 -0.250 1.70
C -4.45880 3.15612 1.53306 0.043 0.004 -0.061 -0.25
O -3.56376 3.77658 0.57143 -0.036 -0.001 0.022 -0.47
C -2.42452 3.17080 0.37577 0.074 -0.004 0.210 0.94
O -2.06835 2.14489 0.96312 -0.227 0.160 0.099 -0.69
N -1.62582 3.80887 -0.50470 -0.077 0.028 -0.053 -0.45
N -0.45707 3.15047 -0.89732 0.052 0.069 -0.028 -0.65
H -5.34457 3.77909 1.52800 -0.011 -0.007 0.012 0.22
H -3.99123 3.14415 2.51356 -0.007 0.017 0.007 0.21
H -4.68640 2.14298 1.21355 -0.028 0.001 0.007 0.21
H -1.99428 4.57926 -1.04221 0.011 -0.009 -0.017 0.42
H 0.32941 3.77994 -0.77710 0.006 -0.008 -0.013 0.39
H -0.53516 2.87125 -1.87268 0.022 0.032 -0.007 0.40
N 0.48355 1.30712 1.98999 0.115 0.131 0.109 -0.88
C 1.47276 0.27736 2.20883 -0.038 0.050 -0.040 0.21
C 2.81566 0.61862 2.19247 0.078 -0.088 -0.017 -0.26
C 3.78557 -0.36488 2.32476 -0.003 0.128 -0.015 -0.20
C 3.40228 -1.68591 2.48738 -0.099 -0.100 0.008 -0.21
C 2.05420 -2.01562 2.51486 0.137 -0.016 -0.011 -0.18
C 1.06083 -1.04920 2.36748 0.008 0.084 -0.010 -0.09
C -0.37847 -1.42446 2.35811 -0.127 -0.095 0.063 -0.08
C -0.82633 -2.36531 3.28899 0.032 0.018 -0.014 -0.19
C -2.15231 -2.76297 3.30488 -0.009 -0.034 0.031 -0.20
C -3.04416 -2.21997 2.39211 -0.015 0.032 -0.034 -0.23
C -2.59376 -1.28335 1.47153 0.009 -0.031 0.030 -0.15
C -1.25943 -0.85891 1.41631 0.031 -0.089 0.022 -0.55
H 0.90682 2.22179 2.11281 0.031 -0.018 -0.027 0.39
H -0.25869 1.23229 2.68399 -0.060 -0.051 -0.085 0.42
H 3.10600 1.65794 2.08102 0.007 0.002 0.000 0.21
H 4.83332 -0.09555 2.31262 -0.006 0.007 -0.008 0.23
H 4.14970 -2.46074 2.59351 -0.005 0.001 0.003 0.23
H 1.75990 -3.05164 2.62844 -0.013 0.009 0.000 0.23
H -0.13618 -2.77611 4.01672 -0.002 0.002 -0.001 0.22
H -2.48973 -3.49014 4.03187 0.001 0.006 0.003 0.22
H -4.08414 -2.52139 2.40026 0.003 -0.010 0.007 0.22
H -3.32106 -0.87788 0.77074 0.005 0.005 0.006 0.19
C -2.21061 0.78069 -1.71792 -0.077 -0.198 -0.051 -0.97
C -1.40903 -0.23636 -2.39469 -0.068 0.052 -0.036 0.07
C -1.33005 -1.55077 -1.90546 0.026 -0.168 -0.007 -0.30
C -0.41160 -2.45973 -2.41569 -0.100 0.066 0.033 -0.13
C 0.46501 -2.07652 -3.42059 0.041 -0.038 0.013 -0.21
C 0.36841 -0.78956 -3.96748 -0.039 -0.031 0.020 -0.14
C -0.55214 0.09850 -3.46632 0.022 0.068 -0.054 -0.27
C 1.51823 -2.95340 -3.84480 0.005 0.045 -0.124 0.27
N 2.41235 -3.60103 -4.16671 -0.010 -0.031 0.061 -0.30
H -3.10315 0.36404 -1.24011 0.012 -0.025 -0.021 0.23
H -2.50845 1.59617 -2.37859 0.082 0.101 0.074 0.22
H -2.00844 -1.88312 -1.12925 -0.010 0.054 -0.020 0.24
H -0.36809 -3.46318 -2.01189 0.022 -0.012 -0.017 0.24
H 1.02385 -0.50659 -4.78087 0.004 0.007 0.002 0.23
H -0.62721 1.08720 -3.90921 0.002 -0.007 0.014 0.21
Br 5.41815 -0.96027 -2.66602 -0.066 0.045 0.024 0.16
C 3.78425 -0.39406 -1.94656 0.056 -0.119 0.003 -0.05
C 2.94649 -1.30068 -1.32437 0.027 -0.009 0.024 -0.27
C 1.74410 -0.83927 -0.82484 -0.035 0.050 0.061 0.11
N 1.34635 0.43881 -0.90872 0.242 -0.133 0.032 -0.58
C 2.18478 1.30288 -1.50037 -0.080 -0.122 0.085 0.05
C 3.40011 0.93780 -2.03169 0.046 0.112 -0.048 -0.22
H 3.20336 -2.34723 -1.24590 0.016 0.009 0.008 0.26
H 1.06434 -1.52592 -0.33610 0.008 0.004 0.025 0.24
H 1.86681 2.33371 -1.54280 0.010 0.084 -0.060 0.19
H 4.03603 1.67226 -2.50434 -0.006 0.004 0.008 0.24
```
Forces are in eV/Å.

Calculated values
molecular weight: 577.398 g mol⁻¹
relative energy (zero: lowest compared OMol25 entry of this formula, charge and spin): 2.5 kcal per mole
total charge: +1
HOMO-LUMO gap: 0.2809 Ha
2S+1: 1
E_HOMO: -0.38450 hartree